[1]
104
Properties=species:S:1:pos:R:3 method="wB97M-V/def2-TZVPD" homo_ha=-0.295 orbital_gap_ev=8.3024
C 4.901 7.854 -7.282
C 3.650 8.445 -7.981
C 2.476 8.398 -7.047
C 4.030 9.890 -8.242
C 3.082 10.566 -9.224
C 2.959 9.771 -10.579
C 2.733 8.233 -10.497
C 1.213 7.941 -10.362
C 3.285 7.717 -11.829
N 3.486 7.714 -9.310
O 3.315 6.335 -9.185
H 4.747 6.846 -6.895
H 5.712 7.839 -8.010
H 5.301 8.349 -6.397
H 1.709 9.073 -7.427
H 1.984 7.429 -6.965
H 2.818 8.701 -6.057
H 3.883 10.488 -7.342
H 5.050 10.074 -8.578
H 2.062 10.580 -8.841
H 3.365 11.594 -9.449
H 3.809 10.077 -11.188
H 2.121 10.186 -11.139
H 0.996 6.907 -10.093
H 0.790 8.084 -11.356
H 0.785 8.558 -9.571
H 4.302 8.066 -12.007
H 2.690 8.119 -12.649
H 3.381 6.632 -11.885
H 4.205 5.998 -9.059
C -8.027 12.877 -7.704
C -6.877 12.998 -6.644
C -7.012 11.783 -5.720
C -5.465 12.931 -7.377
C -4.952 14.262 -8.031
C -5.147 15.441 -7.112
C -6.502 15.572 -6.366
C -6.270 16.551 -5.098
C -7.601 16.153 -7.393
N -6.913 14.266 -5.885
O -8.049 14.324 -5.134
H -8.642 11.977 -7.679
H -8.724 13.698 -7.535
H -7.739 13.045 -8.741
H -7.869 11.800 -5.047
H -7.011 10.787 -6.163
H -6.200 11.856 -4.996
H -4.784 12.688 -6.561
H -5.383 12.098 -8.075
H -3.895 14.126 -8.258
H -5.595 14.417 -8.897
H -4.979 16.300 -7.762
H -4.244 15.345 -6.509
H -5.677 16.078 -4.315
H -7.237 16.864 -4.705
H -5.804 17.474 -5.441
H -7.486 17.234 -7.464
H -8.644 15.983 -7.126
H -7.524 15.635 -8.349
H -7.687 14.310 -4.245
C 6.226 19.795 -11.723
O 6.717 18.457 -11.933
C 6.561 18.110 -13.321
C 6.883 16.590 -13.330
C 6.916 15.976 -14.717
N 5.862 15.976 -12.478
H 5.154 19.880 -11.544
H 6.472 20.466 -12.546
H 6.757 20.230 -10.876
H 5.575 18.235 -13.770
H 7.308 18.624 -13.926
H 7.827 16.615 -12.786
H 6.036 15.549 -15.198
H 7.610 15.136 -14.745
H 7.336 16.724 -15.389
H 6.282 15.158 -12.061
H 5.771 16.702 -11.781
C 0.397 14.902 -11.960
C 0.630 15.440 -13.374
O 1.777 14.700 -13.921
H -0.059 13.913 -11.931
H -0.249 15.559 -11.378
H 1.323 14.839 -11.388
H 1.010 16.461 -13.413
H -0.214 15.316 -14.052
H 2.618 14.855 -13.484
C 4.410 10.539 -18.741
C 3.492 10.805 -17.582
O 2.589 11.831 -17.762
H 3.890 10.256 -19.656
H 5.122 9.729 -18.580
H 4.971 11.459 -18.902
H 3.981 11.114 -16.657
H 2.943 9.876 -17.430
H 2.423 12.331 -16.960
C -3.542 10.114 -13.718
C -2.963 10.828 -15.000
O -3.750 10.483 -16.124
H -4.580 10.414 -13.578
H -3.033 10.359 -12.786
H -3.726 9.091 -14.045
H -1.892 10.633 -15.057
H -2.913 11.914 -14.919
H -3.379 10.840 -16.934

[2]
121
Properties=species:S:1:pos:R:3 method="wB97M-V/def2-TZVPD" homo_ha=-0.351 orbital_gap_ev=5.1910
Al -0.252 0.072 -0.246
B -2.928 -1.297 -0.622
H -2.210 -1.173 -1.418
H -3.574 -0.433 -0.621
H -3.511 -2.181 -0.826
H -2.420 -1.349 0.329
B -1.624 2.254 1.296
H -2.142 3.038 1.826
H -2.053 2.099 0.318
H -0.595 2.545 1.152
H -1.614 1.366 1.909
B 0.896 -0.824 -2.900
H 0.987 0.250 -2.851
H 1.515 -1.224 -2.112
H -0.145 -1.042 -2.717
H 1.132 -1.181 -3.891
C -3.297 -1.437 4.976
C -1.949 -0.925 5.590
C -0.862 -1.795 4.962
S -1.336 -2.106 3.251
O -1.346 -3.515 3.225
O -0.561 -1.299 2.339
C -3.110 -1.475 3.446
H -4.114 -0.734 5.140
H -3.601 -2.407 5.368
H -2.006 -1.073 6.669
H -1.807 0.144 5.434
H -0.926 -2.764 5.459
H 0.109 -1.312 4.854
H -3.918 -1.947 2.887
H -3.093 -0.416 3.192
C -2.320 0.352 -5.988
C -2.873 -0.701 -5.022
C -3.622 0.062 -3.891
S -2.605 1.573 -3.514
O -1.814 1.293 -2.285
O -3.398 2.800 -3.613
C -1.628 1.415 -5.094
H -3.159 0.713 -6.583
H -1.588 0.009 -6.719
H -2.047 -1.337 -4.703
H -3.545 -1.286 -5.650
H -3.785 -0.498 -2.970
H -4.606 0.457 -4.145
H -0.715 0.904 -4.788
H -1.383 2.385 -5.525
C 2.013 4.458 3.670
C 0.472 4.242 3.658
C 0.183 2.723 4.015
S 1.596 1.779 3.303
O 1.293 1.145 2.009
O 2.243 1.018 4.300
C 2.600 3.265 2.942
H 2.259 4.611 4.720
H 2.205 5.390 3.136
H 0.050 4.445 2.673
H 0.026 4.963 4.344
H -0.746 2.226 3.735
H 0.253 2.664 5.101
H 2.492 3.458 1.874
H 3.648 3.092 3.189
C 4.659 -0.410 -3.134
C 4.409 0.946 -3.776
C 3.532 1.768 -2.866
S 3.922 1.192 -1.113
O 2.653 0.920 -0.430
O 4.742 2.265 -0.531
C 4.993 -0.267 -1.644
H 5.478 -0.960 -3.597
H 3.737 -0.989 -3.176
H 4.046 0.897 -4.802
H 5.362 1.441 -3.964
H 2.571 1.373 -3.194
H 3.489 2.853 -2.967
H 4.790 -1.162 -1.056
H 6.027 0.037 -1.481
C 2.963 -2.542 3.889
C 2.337 -3.862 3.569
C 2.205 -4.156 2.106
S 3.188 -2.833 1.234
O 2.302 -1.768 0.809
O 4.101 -3.526 0.320
C 4.035 -2.222 2.758
H 3.326 -2.543 4.916
H 2.283 -1.690 3.862
H 1.416 -3.865 4.153
H 2.922 -4.634 4.069
H 1.154 -4.065 1.830
H 2.555 -5.152 1.834
H 4.539 -1.255 2.737
H 4.820 -2.959 2.931
C -2.037 5.262 -1.818
C -0.963 6.027 -2.742
C 0.297 5.080 -2.723
S 0.280 4.325 -1.003
O 1.391 4.881 -0.202
O 0.247 2.867 -1.160
C -1.330 4.996 -0.480
H -2.258 4.262 -2.189
H -2.926 5.865 -1.632
H -0.625 6.955 -2.281
H -1.376 6.382 -3.686
H 1.223 5.640 -2.859
H 0.334 4.292 -3.475
H -1.176 5.865 0.159
H -1.896 4.379 0.217
C -2.726 -5.896 -0.535
C -2.759 -5.425 -1.971
C -1.474 -4.657 -2.218
S -0.604 -4.384 -0.568
O -0.185 -2.987 -0.500
O 0.341 -5.469 -0.478
C -2.108 -4.789 0.356
H -2.153 -6.813 -0.398
H -3.758 -6.048 -0.219
H -3.609 -4.783 -2.205
H -2.899 -6.382 -2.475
H -1.618 -3.642 -2.590
H -0.733 -5.138 -2.856
H -2.655 -3.850 0.274
H -1.944 -5.132 1.378

[3]
123
Properties=species:S:1:pos:R:3 method="wB97M-V/def2-TZVPD" homo_ha=-0.412 charge=+1 de_lowest_kcal_mol=75.7 orbital_gap_ev=3.3835
Tl -3.165 -1.845 1.020
C 0.126 1.136 -1.740
C -0.534 0.182 -0.899
C 0.426 -0.845 -0.167
O -0.054 -1.441 0.847
C 1.850 -0.864 -0.498
C 2.358 0.114 -1.302
C 1.459 1.208 -1.923
O 1.919 2.317 -2.429
O 3.673 0.020 -1.507
O -1.726 0.143 -0.612
H -0.384 2.055 -1.986
H 2.498 -1.542 0.039
C -3.596 2.494 0.281
C -4.793 2.094 1.178
O -4.800 0.755 1.602
O -3.825 2.007 -1.044
H -2.688 1.982 0.600
H -3.378 3.562 0.289
H -5.703 2.403 0.665
H -4.675 2.772 2.023
H -5.371 0.738 2.374
H -2.944 1.851 -1.393
C -0.665 -4.301 -0.477
C -1.524 -3.991 -1.747
O -2.082 -2.664 -1.738
O -1.608 -4.401 0.645
H 0.133 -3.569 -0.353
H -0.060 -5.191 -0.654
H -2.291 -4.765 -1.789
H -0.932 -4.162 -2.647
H -2.297 -2.509 -2.661
H -1.573 -5.302 0.973
C 0.388 4.186 0.763
C -0.040 4.866 2.099
O 0.092 3.860 3.126
O 1.759 3.973 0.744
H 0.127 4.773 -0.118
H -0.065 3.205 0.624
H -1.095 5.101 1.961
H 0.435 5.813 2.360
H -0.233 4.224 3.953
H 1.863 3.638 1.637
C -3.261 -0.366 4.784
C -2.442 0.598 3.897
O -1.663 -0.143 3.022
O -4.271 -0.850 3.992
H -3.719 0.214 5.585
H -2.757 -1.254 5.167
H -1.795 1.160 4.570
H -3.022 1.377 3.403
H -0.873 0.393 2.917
H -4.941 -1.318 4.496
C 5.145 -2.400 1.796
C 5.408 -3.859 1.349
O 4.394 -4.410 0.578
O 4.351 -2.418 2.966
H 4.725 -1.774 1.008
H 6.123 -1.963 1.998
H 5.518 -4.529 2.202
H 6.286 -3.984 0.716
H 4.257 -3.797 -0.149
H 3.423 -2.561 2.768
C -1.402 1.310 -4.985
C -1.281 2.777 -4.796
O -2.548 3.380 -4.731
O -1.948 1.207 -6.304
H -2.109 0.868 -4.282
H -0.429 0.830 -4.876
H -0.665 3.229 -5.574
H -0.747 2.935 -3.859
H -2.444 4.321 -4.575
H -2.506 1.988 -6.290
C 1.339 -4.309 2.597
C 2.184 -5.267 3.556
O 1.957 -5.009 4.946
O 1.603 -2.895 2.720
H 0.288 -4.455 2.846
H 1.465 -4.534 1.538
H 3.182 -4.862 3.392
H 2.036 -6.322 3.325
H 2.669 -5.311 5.515
H 1.035 -2.451 2.086
C 1.684 5.962 -2.529
C 2.112 5.312 -3.817
O 3.438 5.027 -3.701
O 2.258 7.185 -2.668
H 1.881 5.396 -1.618
H 0.629 6.236 -2.531
H 1.897 6.001 -4.634
H 1.483 4.435 -3.972
H 3.928 5.849 -3.619
H 2.223 7.704 -1.861
C -6.848 -1.493 -0.539
C -6.020 -0.324 -1.252
O -4.641 -0.698 -1.391
O -6.395 -1.741 0.794
H -6.887 -2.348 -1.214
H -7.880 -1.149 -0.602
H -6.150 0.579 -0.655
H -6.400 -0.045 -2.234
H -4.296 -0.082 -2.042
H -6.881 -2.461 1.202
C 2.205 0.700 3.390
C 3.409 1.164 2.499
O 3.558 2.560 2.451
O 0.884 1.178 2.945
H 2.385 1.074 4.398
H 2.268 -0.386 3.462
H 3.298 0.985 1.430
H 4.354 0.716 2.805
H 4.512 2.631 2.373
H 0.670 2.108 3.055
C 3.469 -3.707 -2.466
C 2.821 -2.897 -3.613
O 3.722 -2.681 -4.582
O 4.521 -2.901 -1.887
H 3.918 -4.588 -2.924
H 2.831 -4.007 -1.635
H 2.396 -1.974 -3.217
H 2.001 -3.489 -4.020
H 3.781 -3.491 -5.093
H 4.295 -1.969 -1.922

[4]
114
Properties=species:S:1:pos:R:3 method="wB97M-V/def2-TZVPD" homo_ha=-0.412 charge=+2 orbital_gap_ev=3.6604
Ba -1.469 -0.549 4.162
Zn -3.417 1.344 1.464
C -1.094 4.768 1.517
C -2.146 4.320 0.532
O -2.558 2.982 0.790
H -0.656 5.752 1.341
H -0.214 4.136 1.368
H -1.310 4.618 2.575
H -1.817 4.483 -0.497
H -3.066 4.912 0.558
C -2.059 0.208 -1.033
C -1.744 -0.708 0.171
O -2.109 -0.223 1.443
H -1.172 0.734 -1.389
H -2.928 0.868 -1.056
H -2.168 -0.528 -1.834
H -0.674 -0.945 0.148
H -2.123 -1.697 -0.116
C -4.777 0.873 -4.486
O -4.367 -0.304 -5.098
C -3.379 -1.011 -4.412
C -2.674 -2.140 -5.223
N -1.995 -1.695 -6.426
C -1.227 -0.460 -6.330
C -0.556 -0.198 -7.650
O 0.875 -0.230 -7.542
C 1.434 -1.488 -7.310
H -5.552 0.569 -3.770
H -5.325 1.595 -5.098
H -3.992 1.520 -4.080
H -3.774 -1.485 -3.501
H -2.597 -0.345 -4.026
H -3.380 -2.906 -5.547
H -2.050 -2.637 -4.472
H -2.540 -1.992 -7.215
H -0.493 -0.465 -5.523
H -1.959 0.323 -6.101
H -0.725 0.851 -7.909
H -0.944 -0.666 -8.558
H 1.065 -2.261 -7.987
H 1.252 -1.742 -6.257
H 2.512 -1.326 -7.363
C 1.744 2.099 -3.743
O 2.064 0.805 -3.234
C 2.397 0.752 -1.843
C 2.460 -0.627 -1.288
N 3.601 -1.458 -1.687
C 4.864 -0.985 -1.067
C 6.103 -1.732 -1.555
O 6.192 -1.624 -2.976
C 6.737 -0.431 -3.452
H 1.401 1.900 -4.756
H 2.670 2.678 -3.774
H 1.010 2.573 -3.086
H 1.578 1.293 -1.352
H 3.369 1.213 -1.650
H 1.616 -1.238 -1.634
H 2.375 -0.723 -0.202
H 3.665 -1.467 -2.698
H 4.797 -0.900 0.020
H 5.019 0.071 -1.325
H 6.080 -2.764 -1.213
H 6.977 -1.190 -1.183
H 7.719 -0.269 -3.001
H 6.056 0.426 -3.485
H 6.874 -0.696 -4.505
C 3.022 3.476 2.114
O 2.733 2.089 1.962
C 1.369 1.873 1.632
C 0.492 2.040 2.827
N 0.745 0.886 3.719
C 1.213 1.492 5.019
C 0.134 2.221 5.799
O -1.075 1.463 5.775
C -1.851 1.720 6.890
H 2.665 4.036 1.245
H 4.087 3.637 2.259
H 2.492 3.911 2.967
H 1.385 0.882 1.175
H 1.110 2.537 0.802
H -0.518 1.717 2.561
H 0.232 3.004 3.257
H 1.702 0.653 3.447
H 2.020 2.214 4.874
H 1.633 0.729 5.677
H -0.085 3.198 5.364
H 0.439 2.322 6.841
H -2.113 2.782 6.977
H -1.440 1.561 7.893
H -2.832 1.242 6.947
C -5.131 -1.194 4.531
O -3.858 -1.569 4.047
C -3.917 -2.652 3.087
C -2.804 -3.631 3.271
N -1.517 -3.073 2.875
C -0.435 -3.896 3.397
C 0.922 -3.306 3.037
O 1.094 -2.118 3.777
C 2.163 -2.153 4.716
H -5.755 -0.696 3.779
H -5.116 -0.502 5.373
H -5.744 -2.055 4.807
H -3.981 -2.271 2.062
H -4.917 -3.086 3.166
H -3.007 -4.560 2.727
H -2.813 -3.945 4.318
H -1.585 -2.940 1.873
H -0.463 -4.847 2.856
H -0.351 -3.901 4.483
H 1.092 -3.342 1.955
H 1.703 -4.021 3.314
H 2.037 -1.293 5.369
H 3.145 -2.150 4.238
H 2.204 -3.046 5.345